Here is 10 unconnected molecules or ions with the total composition C28H82N14O10 at a distorted geometry from OMol25. Energies are from ωB97M-V/def2-TZVPD.

Positions of all 134 atoms, in Å:
1 C 3.882 4.189 1.602
2 O 2.616 3.600 1.802
3 C 2.162 2.772 0.747
4 C 1.835 3.544 -0.533
5 C 0.711 4.534 -0.292
6 N 1.417 2.560 -1.548
7 H 3.861 4.946 0.811
8 H 4.658 3.463 1.329
9 H 4.155 4.655 2.546
10 H 2.921 2.025 0.471
11 H 1.260 2.318 1.157
12 H 2.707 4.127 -0.851
13 H 0.371 4.995 -1.220
14 H 1.070 5.263 0.434
15 H -0.164 4.032 0.124
16 H 2.208 1.990 -1.841
17 H 1.169 3.110 -2.367
18 C 1.855 -4.094 0.659
19 O 2.698 -5.155 0.977
20 C 2.256 -5.907 2.086
21 C 2.422 -5.193 3.418
22 C 3.863 -4.890 3.753
23 N 1.808 -5.911 4.536
24 H 2.045 -3.736 -0.357
25 H 1.964 -3.205 1.304
26 H 0.786 -4.350 0.719
27 H 1.227 -6.280 1.985
28 H 2.873 -6.815 2.091
29 H 1.850 -4.257 3.367
30 H 4.361 -4.342 2.953
31 H 4.419 -5.831 3.865
32 H 3.989 -4.360 4.695
33 H 0.939 -6.365 4.264
34 H 2.358 -6.681 4.905
35 C -2.450 6.764 0.764
36 O -3.613 6.009 0.576
37 C -3.947 5.630 -0.764
38 C -2.897 4.761 -1.469
39 C -3.110 4.850 -2.975
40 N -3.073 3.337 -1.080
41 H -2.534 7.775 0.347
42 H -1.562 6.281 0.342
43 H -2.306 6.830 1.842
44 H -4.910 5.136 -0.647
45 H -4.111 6.567 -1.323
46 H -1.924 5.134 -1.163
47 H -2.473 4.147 -3.500
48 H -2.871 5.873 -3.292
49 H -4.167 4.791 -3.247
50 H -3.158 3.233 -0.072
51 H -3.973 3.078 -1.471
52 C 2.177 -3.505 -3.077
53 O 3.097 -2.495 -2.704
54 C 4.373 -3.014 -2.470
55 C 5.234 -2.020 -1.717
56 C 4.446 -1.099 -0.799
57 N 6.052 -1.231 -2.709
58 H 2.021 -4.130 -2.189
59 H 2.528 -4.154 -3.887
60 H 1.241 -3.047 -3.388
61 H 4.398 -3.956 -1.895
62 H 4.865 -3.304 -3.410
63 H 6.033 -2.521 -1.170
64 H 5.108 -0.408 -0.280
65 H 3.868 -1.702 -0.086
66 H 3.690 -0.505 -1.319
67 H 6.328 -0.341 -2.301
68 H 5.419 -0.933 -3.453
69 C -2.133 -2.943 -4.742
70 O -2.310 -1.605 -5.103
71 C -1.547 -0.731 -4.318
72 C -1.836 0.702 -4.653
73 C -1.805 1.034 -6.126
74 N -0.832 1.538 -3.907
75 H -1.134 -3.325 -4.996
76 H -2.908 -3.525 -5.234
77 H -2.254 -3.090 -3.657
78 H -1.747 -0.904 -3.245
79 H -0.466 -0.941 -4.420
80 H -2.784 1.022 -4.204
81 H -2.121 2.067 -6.266
82 H -2.381 0.333 -6.728
83 H -0.791 0.920 -6.529
84 H -0.970 1.299 -2.926
85 H -1.144 2.501 -3.985
86 C 3.264 -1.322 3.538
87 O 2.160 -1.113 2.693
88 C 1.349 0.014 3.050
89 C 0.466 -0.273 4.274
90 C -0.272 -1.600 4.153
91 N -0.483 0.828 4.505
92 H 4.027 -0.541 3.633
93 H 3.778 -2.212 3.172
94 H 2.924 -1.588 4.548
95 H 1.983 0.882 3.256
96 H 0.721 0.118 2.162
97 H 1.104 -0.356 5.160
98 H -0.951 -1.602 3.294
99 H -0.807 -1.789 5.081
100 H 0.455 -2.387 3.955
101 H -0.131 1.681 4.082
102 H -1.369 0.622 4.061
103 N -4.333 0.186 -1.586
104 C -4.875 -1.058 -1.832
105 N -4.324 -2.059 -1.100
106 O -5.820 -1.210 -2.599
107 H -3.546 0.254 -0.967
108 H -4.820 0.960 -1.990
109 H -3.503 -1.913 -0.535
110 H -4.716 -2.980 -1.154
111 N -0.753 0.716 -0.827
112 C -0.713 -0.526 -0.284
113 N 0.538 -1.072 -0.221
114 O -1.701 -1.146 0.118
115 H -1.607 1.243 -0.922
116 H 0.139 1.181 -0.980
117 H 0.629 -1.963 0.229
118 H 1.351 -0.493 -0.330
119 N -1.964 3.593 2.328
120 C -2.709 2.459 2.508
121 N -3.411 2.413 3.687
122 O -2.694 1.506 1.737
123 H -1.263 3.747 1.631
124 H -2.086 4.343 2.986
125 H -3.802 1.524 3.930
126 H -3.533 3.242 4.236
127 N -3.681 -1.955 2.361
128 C -3.552 -3.287 2.057
129 N -2.480 -3.581 1.261
130 O -4.295 -4.143 2.511
131 H -4.546 -1.633 2.752
132 H -3.115 -1.258 1.899
133 H -1.890 -2.845 0.894
134 H -2.326 -4.542 1.022

The calculation puts the strongest force on any atom at 0.0415 hartree/bohr. The value obtained for the gap between HOMO and LUMO is 9.21 eV.

Löwdin atomic charge list, values in e, 8 entries: -0.105, -0.188, -0.207, -0.420, -0.051, 0.045, 0.081, 0.093

---

Here is 11 unconnected molecules or ions with the total composition C28H82N8O11 at a distorted geometry from OMol25. Energies are from ωB97M-V/def2-TZVPD.

Positions of all 129 atoms, in Å:
1 C 1.970 -0.556 -4.812
2 O 1.256 -0.705 -3.608
3 C 1.004 -2.026 -3.326
4 C -0.046 -2.767 -4.102
5 C -1.487 -2.298 -3.892
6 N 0.066 -4.132 -3.651
7 H 1.476 -0.936 -5.702
8 H 2.914 -1.076 -4.681
9 H 2.274 0.461 -4.971
10 H 1.942 -2.633 -3.547
11 H 0.757 -2.045 -2.273
12 H 0.190 -2.689 -5.164
13 H -1.661 -2.363 -2.807
14 H -2.125 -2.979 -4.429
15 H -1.622 -1.282 -4.204
16 H -0.583 -4.730 -4.162
17 H 0.952 -4.543 -3.903
18 C -5.406 -2.105 -2.507
19 O -4.777 -2.108 -1.267
20 C -3.812 -1.082 -1.146
21 C -3.391 -1.051 0.295
22 C -4.565 -0.617 1.162
23 N -2.214 -0.116 0.335
24 H -6.029 -2.998 -2.518
25 H -4.678 -2.077 -3.336
26 H -6.065 -1.273 -2.618
27 H -2.956 -1.358 -1.781
28 H -4.299 -0.102 -1.467
29 H -3.098 -2.057 0.588
30 H -4.831 0.465 0.981
31 H -4.291 -0.726 2.253
32 H -5.445 -1.215 0.991
33 H -2.183 0.240 1.280
34 H -1.422 -0.699 0.123
35 C -0.809 -5.259 3.525
36 O -1.486 -4.032 3.320
37 C -2.330 -3.673 4.372
38 C -2.823 -2.243 4.169
39 C -1.689 -1.207 4.182
40 N -3.837 -1.987 5.241
41 H -0.217 -5.340 4.424
42 H -0.137 -5.486 2.712
43 H -1.525 -6.094 3.683
44 H -3.179 -4.377 4.458
45 H -1.874 -3.742 5.410
46 H -3.341 -2.211 3.203
47 H -1.370 -1.075 5.231
48 H -2.101 -0.206 3.899
49 H -0.843 -1.473 3.534
50 H -4.094 -1.032 5.210
51 H -4.686 -2.468 4.937
52 C 1.726 -2.334 1.118
53 O 0.856 -1.231 0.917
54 C 1.400 -0.063 0.415
55 C 2.257 0.751 1.420
56 C 1.545 1.152 2.681
57 N 2.745 1.976 0.666
58 H 1.131 -3.118 1.529
59 H 2.557 -2.176 1.846
60 H 2.302 -2.608 0.206
61 H 2.085 -0.272 -0.403
62 H 0.534 0.510 0.056
63 H 3.074 0.076 1.766
64 H 1.011 0.273 3.143
65 H 0.769 1.921 2.539
66 H 2.211 1.531 3.485
67 H 1.874 2.493 0.429
68 H 3.116 1.751 -0.250
69 N 4.645 2.346 3.166
70 C 5.689 1.483 2.981
71 N 5.796 0.923 1.731
72 O 6.456 1.087 3.805
73 H 4.144 2.661 2.339
74 H 4.876 2.937 3.946
75 H 5.247 1.113 0.922
76 H 6.611 0.408 1.525
77 N -0.903 1.418 -2.291
78 C -0.463 2.669 -1.919
79 N -1.022 3.137 -0.816
80 O 0.322 3.294 -2.604
81 H -1.396 0.901 -1.620
82 H -0.273 0.963 -2.974
83 H -0.979 4.137 -0.695
84 H -1.711 2.545 -0.375
85 C 4.790 4.477 -3.687
86 C 3.387 3.957 -3.774
87 O 3.033 3.621 -2.442
88 H 5.243 4.616 -4.639
89 H 5.331 3.663 -3.224
90 H 4.862 5.329 -3.076
91 H 3.422 3.054 -4.387
92 H 2.628 4.591 -4.154
93 H 2.087 3.321 -2.484
94 C -4.710 1.740 4.525
95 C -4.662 3.074 3.814
96 O -3.643 3.022 2.788
97 H -5.066 0.964 3.815
98 H -5.485 1.888 5.242
99 H -3.714 1.403 4.913
100 H -4.398 3.868 4.474
101 H -5.602 3.283 3.281
102 H -3.787 3.823 2.258
103 C 1.455 6.333 0.543
104 C 0.335 6.890 -0.383
105 O -0.457 5.822 -0.901
106 H 1.075 5.932 1.482
107 H 1.980 7.211 0.822
108 H 2.164 5.680 0.033
109 H 0.779 7.416 -1.216
110 H -0.332 7.558 0.144
111 H -0.378 5.712 -1.841
112 C -2.819 -5.853 0.405
113 C -1.612 -5.059 -0.132
114 O -1.847 -4.777 -1.508
115 H -2.623 -6.062 1.434
116 H -2.856 -6.882 -0.011
117 H -3.769 -5.358 0.162
118 H -0.713 -5.703 0.039
119 H -1.633 -4.094 0.405
120 H -1.048 -4.732 -2.045
121 C 6.382 0.780 -2.450
122 C 4.990 0.206 -2.733
123 O 3.941 0.838 -1.987
124 H 7.092 0.248 -3.083
125 H 6.626 0.610 -1.426
126 H 6.344 1.844 -2.560
127 H 4.962 -0.852 -2.528
128 H 4.799 0.308 -3.815
129 H 3.740 1.716 -2.426

The calculation puts the strongest force on any atom at 0.0516 hartree/bohr. The value obtained for the gap between HOMO and LUMO is 9.45 eV.

Löwdin atomic charge list, values in e, 8 entries: -0.090, -0.176, -0.239, -0.446, -0.033, 0.029, 0.089, 0.079

---

Here is 14 unconnected molecules or ions with the total composition C28H84O14 at a distorted geometry from OMol25. Energies are from ωB97M-V/def2-TZVPD.

Positions of all 126 atoms, in Å:
1 C -1.083 3.440 -3.213
2 C -2.375 3.278 -4.074
3 O -2.126 2.328 -5.106
4 H -1.261 4.229 -2.482
5 H -0.201 3.713 -3.793
6 H -0.875 2.490 -2.721
7 H -2.707 4.225 -4.501
8 H -3.132 2.831 -3.429
9 H -2.902 2.334 -5.671
10 C -3.803 -5.719 -3.829
11 C -3.779 -4.307 -3.304
12 O -2.546 -4.010 -2.630
13 H -3.720 -6.473 -3.046
14 H -2.985 -5.933 -4.517
15 H -4.744 -5.978 -4.314
16 H -4.585 -4.035 -2.623
17 H -3.819 -3.585 -4.120
18 H -2.385 -3.064 -2.644
19 C -1.838 -1.613 2.823
20 C -2.996 -0.623 2.654
21 O -3.903 -0.790 3.735
22 H -1.523 -1.735 3.859
23 H -0.926 -1.272 2.334
24 H -2.019 -2.603 2.403
25 H -3.571 -0.884 1.766
26 H -2.635 0.405 2.641
27 H -3.416 -0.525 4.519
28 C 0.415 0.766 4.387
29 C 0.855 1.368 5.719
30 O 0.022 0.800 6.742
31 H -0.593 1.068 4.103
32 H 0.409 -0.322 4.460
33 H 1.084 1.004 3.561
34 H 0.687 2.441 5.628
35 H 1.900 1.090 5.859
36 H 0.315 0.912 7.649
37 C 0.216 3.968 2.583
38 C -0.647 4.965 3.355
39 O -1.893 5.006 2.746
40 H 1.253 3.996 2.918
41 H 0.257 4.082 1.500
42 H -0.132 2.940 2.683
43 H -0.231 5.972 3.380
44 H -0.774 4.668 4.396
45 H -1.740 5.308 1.848
46 C 5.302 0.644 -0.536
47 C 4.743 -0.039 -1.772
48 O 3.876 0.897 -2.407
49 H 5.710 -0.074 0.177
50 H 4.553 1.154 0.070
51 H 6.056 1.402 -0.747
52 H 4.139 -0.907 -1.510
53 H 5.466 -0.352 -2.525
54 H 4.009 0.871 -3.358
55 C -3.390 -1.139 -1.042
56 C -2.830 -0.470 -2.278
57 O -1.894 -1.287 -2.886
58 H -3.747 -2.141 -1.282
59 H -4.256 -0.601 -0.657
60 H -2.664 -1.250 -0.236
61 H -2.465 0.541 -2.100
62 H -3.650 -0.350 -2.986
63 H -1.501 -0.821 -3.628
64 C -0.985 -4.524 0.689
65 C -2.261 -5.306 0.382
66 O -2.073 -5.952 -0.829
67 H -1.016 -4.318 1.758
68 H -0.911 -3.623 0.080
69 H -0.096 -5.114 0.463
70 H -3.130 -4.648 0.386
71 H -2.383 -5.959 1.245
72 H -2.129 -5.279 -1.511
73 C 0.905 0.590 -6.454
74 C 0.854 0.615 -4.858
75 O -0.454 0.125 -4.579
76 H 1.883 0.842 -6.865
77 H 0.163 1.264 -6.882
78 H 0.710 -0.421 -6.811
79 H 1.133 1.562 -4.395
80 H 1.530 -0.125 -4.430
81 H -1.049 0.847 -4.793
82 C 1.066 0.408 0.673
83 C 0.611 0.248 -0.782
84 O 0.016 -1.034 -0.860
85 H 1.827 1.188 0.658
86 H 1.679 -0.452 0.943
87 H 0.157 0.561 1.256
88 H 1.418 0.226 -1.515
89 H -0.164 0.945 -1.100
90 H -0.451 -1.147 -1.691
91 C 0.801 -3.883 -3.019
92 C 2.113 -3.539 -2.353
93 O 2.062 -3.206 -0.965
94 H 0.243 -2.968 -3.220
95 H 0.151 -4.586 -2.497
96 H 1.044 -4.305 -3.994
97 H 2.705 -2.783 -2.869
98 H 2.742 -4.429 -2.350
99 H 1.509 -2.428 -0.866
100 C 4.274 -0.201 3.036
101 C 3.792 -0.662 4.447
102 O 4.622 -1.658 5.001
103 H 4.423 -0.987 2.296
104 H 5.256 0.263 3.121
105 H 3.604 0.539 2.596
106 H 2.771 -1.040 4.395
107 H 3.877 0.196 5.114
108 H 4.482 -2.492 4.546
109 C 4.397 3.074 4.036
110 C 4.322 3.886 2.713
111 O 3.849 3.023 1.782
112 H 5.249 2.394 4.064
113 H 3.473 2.505 4.140
114 H 4.556 3.662 4.939
115 H 5.290 4.248 2.366
116 H 3.651 4.728 2.882
117 H 3.957 3.392 0.903
118 C -2.840 2.689 0.332
119 C -4.127 2.602 1.115
120 O -5.214 2.883 0.284
121 H -2.672 3.697 -0.048
122 H -2.725 2.051 -0.544
123 H -1.953 2.442 0.916
124 H -4.018 3.316 1.931
125 H -4.285 1.589 1.486
126 H -5.240 2.237 -0.426

The calculation puts the strongest force on any atom at 0.0535 hartree/bohr. The value obtained for the gap between HOMO and LUMO (alpha / beta) is 1.63 / 9.31 eV. Its charge is -1. The multiplicity is 2.

Löwdin atomic charge list, values in e, 8 entries: -0.120, -0.370, -0.307, 0.053, 0.058, 0.036, 0.084, 0.074